# 1
A 5-piece molecular cluster, C54H68F3N2O18 overall. Source: the OMol25 dataset; level of theory: the ωB97M-V functional and the def2-TZVPD basis.

Its orbital gap is 0.2739 hartree. The max |F| is 0.0517 hartree/bohr. Its lowest unoccupied orbital energy is -3.37 eV.

Structure (ORCA input):
```
! wB97M-V def2-TZVPD RIJCOSX def2/J DEFGRID3
* xyz 1 1
C 3.643 -4.126 6.781
C 4.103 -2.651 7.061
C 2.967 -1.574 6.854
C 2.445 -1.586 5.344
C 0.891 -1.914 5.276
C 0.640 -3.477 5.121
C -0.781 -3.721 4.446
C -0.671 -4.924 3.407
C 0.086 -4.322 2.145
C -0.921 -3.435 1.302
C -0.709 -3.628 -0.265
C -1.173 -2.383 -1.119
C -0.026 -1.582 -1.818
C -0.638 -0.427 -2.755
N -1.579 0.477 -2.083
C 0.736 -2.548 -2.832
C 2.213 -2.031 -3.108
C 3.020 -2.197 -1.755
O 4.259 -1.489 -1.710
C 5.027 -1.624 -2.913
C 6.586 -1.471 -2.632
C 6.927 -2.139 -1.233
O 7.362 -2.121 -3.628
C 3.378 -3.723 -1.499
C 3.925 -4.179 -0.228
C 4.298 -5.535 0.040
C 4.109 -6.526 -1.012
C 3.578 -6.101 -2.279
C 3.200 -4.714 -2.530
C 2.128 -1.773 -0.526
N 0.965 -0.921 -0.897
C 0.400 -0.344 0.375
C 1.164 1.037 0.618
C 1.152 1.485 2.111
F 0.276 0.799 2.884
F 2.422 1.360 2.622
F 0.898 2.832 2.149
H 4.233 -4.878 7.361
H 3.730 -4.396 5.698
H 2.561 -4.248 7.051
H 4.947 -2.414 6.362
H 4.454 -2.558 8.120
H 3.407 -0.568 7.084
H 2.151 -1.797 7.584
H 3.017 -2.374 4.791
H 2.642 -0.578 4.890
H 0.423 -1.625 6.256
H 0.399 -1.312 4.474
H 0.609 -3.951 6.134
H 1.469 -3.961 4.541
H -1.564 -3.896 5.220
H -1.063 -2.768 3.920
H -0.062 -5.743 3.864
H -1.709 -5.246 3.157
H 0.325 -5.216 1.503
H 0.999 -3.766 2.459
H -0.938 -2.362 1.606
H -1.942 -3.842 1.538
H 0.316 -4.003 -0.498
H -1.403 -4.470 -0.535
H -1.845 -2.757 -1.937
H -1.835 -1.756 -0.464
H 0.169 0.167 -3.256
H -1.238 -0.975 -3.529
H -1.131 1.117 -1.431
H -2.380 0.001 -1.680
H 0.745 -3.610 -2.500
H 0.186 -2.519 -3.806
H 2.688 -2.526 -3.980
H 2.172 -0.930 -3.343
H 4.682 -0.834 -3.639
H 4.907 -2.603 -3.441
H 6.781 -0.375 -2.599
H 6.340 -3.098 -1.209
H 8.018 -2.338 -1.119
H 6.546 -1.427 -0.454
H 7.322 -3.086 -3.525
H 4.109 -3.433 0.583
H 4.726 -5.812 1.027
H 4.354 -7.600 -0.867
H 3.471 -6.872 -3.070
H 2.783 -4.507 -3.534
H 1.856 -2.643 0.121
H 2.795 -1.138 0.123
H 1.355 -0.123 -1.423
H 0.668 -1.033 1.207
H -0.674 -0.084 0.331
H 2.207 1.032 0.225
H 0.613 1.835 0.049
C -3.440 -1.076 6.506
C -4.723 -0.913 6.163
C -5.831 -1.507 6.976
O -6.983 -1.318 6.638
C -5.471 -2.300 8.150
C -4.188 -2.466 8.489
C -3.082 -1.850 7.693
O -1.930 -2.017 8.049
O -3.832 -3.194 9.562
O -5.074 -0.209 5.075
H -2.630 -0.651 5.929
H -6.279 -2.739 8.719
H -2.856 -3.158 9.590
H -6.055 -0.236 5.045
C 0.280 5.016 -4.252
C -0.441 3.937 -3.941
C -1.638 3.537 -4.745
O -2.253 2.534 -4.436
C -2.019 4.380 -5.875
C -1.299 5.465 -6.186
C -0.088 5.848 -5.399
O 0.547 6.829 -5.728
O -1.630 6.257 -7.217
O -0.119 3.156 -2.883
H 1.148 5.315 -3.681
H -2.896 4.090 -6.437
H -0.959 6.968 -7.232
H -0.784 2.439 -2.859
C -9.164 3.148 1.896
C -8.984 2.334 2.942
C -7.665 1.683 3.206
O -7.539 0.963 4.181
C -6.572 1.936 2.269
C -6.753 2.746 1.222
C -8.065 3.420 0.972
O -8.176 4.163 0.016
O -5.766 2.994 0.343
O -9.978 2.066 3.805
H -10.112 3.627 1.695
H -5.629 1.444 2.462
H -6.150 3.607 -0.314
H -9.596 1.458 4.467
C 1.889 8.974 -10.256
C 1.460 8.910 -8.992
C 0.312 9.740 -8.513
O -0.058 9.634 -7.356
C -0.320 10.652 -9.463
C 0.111 10.719 -10.727
C 1.242 9.869 -11.213
O 1.588 9.950 -12.376
O -0.450 11.551 -11.619
O 2.040 8.096 -8.091
H 2.716 8.377 -10.616
H -1.138 11.259 -9.099
H 0.038 11.409 -12.453
H 1.550 8.233 -7.255
*
```

# 2
C54H70BGeN7O2Re as an isolated structure. Source: the OMol25 dataset; level of theory: the ωB97M-V functional and the def2-TZVPD basis.

The expectation value of S² is 0.8910. Its orbital gap (spin up / spin down) is 0.2468 / 0.2308 hartree. The max |F| is 0.0320 hartree/bohr. Its lowest unoccupied orbital energy (spin up / spin down) is 0.25 / 0.24 eV.

Structure (ORCA input):
```
! wB97M-V def2-TZVPD RIJCOSX def2/J DEFGRID3
* xyz 0 2
Re 0.072 -0.757 0.429
C 3.686 -1.517 -3.806
C 2.301 -1.209 -3.338
C 1.214 -0.815 -4.076
C 0.142 -0.718 -3.165
N 0.570 -1.018 -1.935
N 1.903 -1.321 -2.056
B 2.613 -2.127 -0.939
N 1.623 -3.195 -0.452
N 0.349 -2.904 -0.035
C -0.312 -4.065 0.031
C 0.567 -5.113 -0.296
C 1.765 -4.525 -0.603
C 3.039 -5.170 -1.039
C -1.788 -4.305 0.333
C -1.919 -5.047 1.669
C -2.335 -5.202 -0.791
C -2.646 -3.045 0.361
N 3.136 -1.265 0.214
N 2.306 -0.730 1.157
C 3.092 -0.136 2.065
C 4.440 -0.353 1.721
C 4.428 -1.065 0.549
C 5.593 -1.546 -0.256
C 2.707 0.641 3.320
C 1.237 1.009 3.440
C 3.513 1.951 3.345
C 3.098 -0.209 4.536
C -1.277 -0.384 -3.583
C -1.498 -0.873 -5.020
C -2.313 -1.061 -2.691
C -1.444 1.138 -3.560
H 3.758 -1.303 -4.872
H 4.438 -0.921 -3.285
H 3.942 -2.565 -3.649
H 1.189 -0.642 -5.139
H 3.564 -2.667 -1.423
H 0.348 -6.167 -0.328
H 2.920 -6.252 -1.000
H 3.304 -4.892 -2.060
H 3.874 -4.893 -0.394
H -1.279 -5.933 1.696
H -1.649 -4.401 2.503
H -2.954 -5.371 1.806
H -1.798 -6.149 -0.861
H -3.386 -5.426 -0.596
H -2.266 -4.700 -1.760
H -2.465 -2.449 1.252
H -2.466 -2.418 -0.510
H -3.699 -3.340 0.356
H 5.315 -0.016 2.253
H 6.510 -1.325 0.287
H 5.552 -2.619 -0.440
H 5.648 -1.052 -1.227
H 0.845 1.417 2.503
H 0.626 0.158 3.719
H 1.129 1.773 4.216
H 3.196 2.620 2.545
H 3.342 2.455 4.299
H 4.587 1.779 3.245
H 2.582 -1.171 4.511
H 4.174 -0.393 4.570
H 2.810 0.310 5.455
H -1.196 -1.916 -5.134
H -2.559 -0.795 -5.264
H -0.947 -0.272 -5.748
H -2.219 -2.149 -2.757
H -2.192 -0.774 -1.651
H -3.320 -0.778 -3.012
H -0.665 1.620 -4.155
H -2.413 1.417 -3.979
H -1.370 1.528 -2.543
C -0.755 -2.678 4.919
C -1.633 -1.717 4.435
C -1.446 -1.163 3.173
C -0.391 -1.543 2.332
C 0.472 -2.526 2.851
C 0.305 -3.077 4.117
H -0.897 -3.111 5.902
H -2.461 -1.378 5.048
H -2.140 -0.403 2.853
H 1.326 -2.845 2.267
H 1.007 -3.822 4.475
C -1.635 0.074 0.483
Ge -2.478 1.825 0.327
C -1.473 3.406 -0.219
C -1.833 4.290 -1.238
C -1.124 5.471 -1.449
C -0.056 5.798 -0.627
C 0.303 4.940 0.406
C -0.397 3.759 0.601
C -4.155 1.459 -0.608
C -4.979 0.506 0.004
C -6.144 0.060 -0.606
C -6.518 0.564 -1.845
C -5.727 1.523 -2.459
C -4.558 1.962 -1.846
C -2.996 2.327 2.150
C -2.106 2.165 3.212
C -2.433 2.585 4.496
C -3.665 3.177 4.738
C -4.561 3.356 3.692
C -4.226 2.937 2.408
H -2.477 -0.501 0.896
H -2.686 4.084 -1.867
H -1.427 6.148 -2.239
H 0.485 6.726 -0.779
H 1.109 5.203 1.080
H -0.116 3.117 1.430
H -4.714 0.105 0.977
H -6.761 -0.682 -0.113
H -7.422 0.214 -2.326
H -6.015 1.931 -3.421
H -3.960 2.699 -2.358
H -1.141 1.701 3.042
H -1.727 2.446 5.306
H -3.927 3.499 5.739
H -5.522 3.821 3.875
H -4.937 3.082 1.601
O 2.603 2.245 0.475
C 1.964 1.842 -0.603
O 0.888 1.274 -0.567
C 2.683 2.101 -1.908
N 3.887 2.901 -1.646
C 3.522 4.288 -1.996
C 2.578 4.171 -3.190
C 1.802 2.870 -2.924
H 2.951 1.109 -2.268
H 4.647 2.586 -2.233
H 3.444 2.629 0.122
H 4.418 4.879 -2.183
H 3.000 4.731 -1.148
H 3.157 4.092 -4.113
H 1.916 5.031 -3.279
H 1.668 2.283 -3.829
H 0.813 3.056 -2.506
*
```

# 3
A 14-piece molecular cluster, C54H71F6N8O22S2 overall. Source: the OMol25 dataset; level of theory: the ωB97M-V functional and the def2-TZVPD basis.

Its orbital gap is 0.3003 hartree. The max |F| is 0.0896 hartree/bohr. Its lowest unoccupied orbital energy is 1.39 eV.

Structure (ORCA input):
```
! wB97M-V def2-TZVPD RIJCOSX def2/J DEFGRID3
* xyz -1 1
C -2.202 -0.785 0.519
F -2.297 -1.979 -0.016
F -2.139 0.201 -0.423
F -3.263 -0.661 1.300
S -0.562 -0.637 1.655
O -0.668 0.705 2.253
O -0.776 -1.750 2.601
N 0.656 -0.986 0.545
S 1.875 -0.139 0.969
O 1.673 1.308 0.936
O 2.555 -0.670 2.157
C 3.059 -0.489 -0.514
F 2.519 -0.249 -1.657
F 4.126 0.347 -0.309
F 3.577 -1.745 -0.486
C -8.243 -1.944 -1.336
C -9.123 -0.960 -2.109
C -8.411 0.403 -2.169
O -8.218 0.580 -3.535
C -8.604 -0.409 -4.248
O -8.578 -0.471 -5.484
O -9.038 -1.330 -3.448
H -8.625 -2.958 -1.450
H -8.185 -1.714 -0.272
H -7.212 -1.978 -1.689
H -10.121 -0.934 -1.672
H -7.464 0.367 -1.630
H -9.010 1.115 -1.601
C -5.259 -6.394 0.425
C -5.248 -6.510 1.951
C -4.172 -5.697 2.735
O -4.887 -4.939 3.713
C -6.120 -4.918 3.397
O -7.028 -4.401 4.022
O -6.349 -5.726 2.361
H -5.083 -5.375 0.079
H -6.193 -6.719 -0.034
H -4.494 -6.947 -0.120
H -5.345 -7.566 2.202
H -3.684 -4.991 2.063
H -3.384 -6.354 3.105
C 2.186 -2.458 6.624
C 3.586 -1.980 7.207
C 4.862 -2.047 6.295
O 5.388 -0.736 6.341
C 4.572 0.160 6.994
O 4.688 1.382 7.059
O 3.509 -0.581 7.554
H 2.200 -3.469 6.215
H 1.934 -1.867 5.743
H 1.350 -2.455 7.323
H 3.755 -2.513 8.142
H 4.737 -2.265 5.235
H 5.568 -2.766 6.712
C -2.102 1.803 -6.295
C -1.838 2.029 -4.797
C -0.590 1.450 -4.253
O 0.035 2.655 -3.657
C -0.633 3.732 -3.966
O -0.348 4.890 -3.639
O -1.635 3.440 -4.769
H -2.987 2.254 -6.745
H -2.116 0.734 -6.508
H -1.292 2.263 -6.861
H -2.672 1.743 -4.155
H 0.095 1.036 -4.992
H -0.806 0.704 -3.488
C 4.382 5.436 -1.244
C 4.880 6.191 -0.025
C 5.993 5.459 0.729
O 6.816 6.558 1.141
C 6.514 7.666 0.495
O 7.132 8.731 0.526
O 5.585 7.330 -0.404
H 3.767 6.042 -1.910
H 3.765 4.559 -1.048
H 5.121 5.039 -1.939
H 4.069 6.388 0.676
H 6.595 4.961 -0.032
H 5.612 4.785 1.495
C -2.328 5.371 0.972
C -3.376 6.509 0.926
C -3.471 7.105 -0.440
O -4.846 7.234 -0.673
C -5.596 6.539 0.253
O -6.817 6.316 0.286
O -4.748 6.094 1.205
H -1.279 5.553 0.738
H -2.644 4.502 0.396
H -2.343 5.119 2.033
H -2.988 7.225 1.650
H -3.159 6.551 -1.326
H -2.913 8.041 -0.412
N 0.154 -3.097 -3.443
C 1.235 -3.632 -4.172
C 0.751 -3.929 -5.439
C -0.635 -3.746 -5.440
C -0.990 -3.207 -4.197
H 0.125 -2.760 -2.492
H 2.148 -3.876 -3.648
H 1.376 -4.258 -6.256
H -1.292 -3.941 -6.275
H -1.935 -2.939 -3.748
N -3.907 0.861 6.159
C -4.856 1.835 6.439
C -5.852 1.154 7.151
C -5.612 -0.202 7.021
C -4.363 -0.364 6.589
H -3.035 0.989 5.666
H -4.707 2.896 6.298
H -6.816 1.549 7.436
H -6.216 -1.008 7.411
H -3.893 -1.322 6.421
N 0.525 -5.427 0.747
C 1.341 -6.135 1.574
C 0.975 -7.465 1.507
C -0.078 -7.486 0.553
C -0.377 -6.238 0.119
H 0.663 -4.430 0.660
H 2.184 -5.673 2.066
H 1.335 -8.311 2.073
H -0.496 -8.445 0.283
H -1.111 -5.718 -0.478
N 9.967 0.994 -4.101
C 8.980 0.407 -3.340
C 9.363 -0.908 -3.185
C 10.575 -1.127 -3.872
C 10.970 0.124 -4.492
H 9.981 1.947 -4.435
H 8.132 0.986 -3.007
H 8.816 -1.619 -2.582
H 11.015 -2.112 -3.821
H 11.735 0.407 -5.200
N -8.620 0.929 3.455
C -9.759 0.266 3.144
C -10.554 1.113 2.427
C -9.825 2.311 2.192
C -8.693 2.189 2.908
H -7.852 0.546 3.987
H -9.988 -0.717 3.527
H -11.523 0.975 1.970
H -10.106 3.195 1.639
H -8.011 3.015 3.043
N 9.904 1.217 1.413
C 10.700 2.228 1.977
C 10.036 2.665 3.120
C 8.865 1.936 3.181
C 8.749 1.126 2.086
H 10.129 0.669 0.595
H 11.697 2.456 1.631
H 10.330 3.468 3.779
H 8.129 2.042 3.965
H 8.039 0.332 1.905
N 5.896 -1.066 -6.579
C 4.670 -0.794 -7.148
C 4.871 -0.921 -8.466
C 6.233 -1.261 -8.692
C 6.897 -1.236 -7.474
H 6.009 -1.130 -5.577
H 3.746 -0.640 -6.610
H 4.073 -0.852 -9.191
H 6.604 -1.617 -9.642
H 7.953 -1.363 -7.288
*
```